Entry 1:
The following is a DFT calculation (the ωB97M-V functional and the def2-TZVPD basis) of the molecule C8H8N2O2 at a distorted geometry.

**Frontier orbital gap (alpha / beta)**: 8.273 / 8.159 eV
**Net charge**: 0
**ΔE to the lowest compared entry with this formula, charge and spin**: 506.3 kJ/mol
**E_LUMO (alpha / beta)**: -0.410 / -0.058 eV

XYZ file:
```
20
Properties=species:S:1:pos:R:3:lowdin_charge:R:1
C 1.88196 -0.92906 -1.70936 -0.074
C 2.09344 -1.65661 -0.58921 -0.085
C 0.88528 0.08760 -1.69521 -0.044
C 1.26141 -1.52007 0.51716 0.014
C 0.05776 0.22981 -0.66635 -0.191
C 0.25125 -0.59172 0.44550 -0.138
C -1.23772 1.05154 -0.65306 -0.086
C -1.47908 1.71731 0.72291 -0.084
N -0.60663 -0.45457 1.55835 -0.135
N -1.18457 0.80847 1.85903 -0.171
O -0.70744 -1.33981 2.46056 0.019
O -1.88673 0.85688 2.91163 -0.002
H 2.57232 -0.95389 -2.52962 0.100
H 2.92971 -2.36883 -0.54181 0.118
H 0.67077 0.56580 -2.70095 0.140
H 1.29834 -2.22945 1.29652 0.108
H -1.40528 1.80658 -1.36164 0.102
H -1.79553 0.15783 -0.85577 0.126
H -1.01787 2.73925 0.66975 0.134
H -2.58139 2.02293 0.86155 0.148
```

---

Entry 2:
The following is a DFT calculation (the ωB97M-V functional and the def2-TZVPD basis) of a structure of composition C37H31As2BiN8O7S2 at a distorted geometry.

**Frontier orbital gap (alpha / beta)**: 5.888 / 5.888 eV
**Net charge**: 0
**ΔE to the lowest compared entry with this formula, charge and spin**: 0.0 kJ/mol
**E_LUMO (alpha / beta)**: -1.821 / -1.821 eV

XYZ file:
```
88
Properties=species:S:1:pos:R:3:lowdin_charge:R:1
Bi -0.22338 0.51648 -1.29110 2.053
S 7.35745 -1.60349 -1.25598 1.044
N 6.13190 -2.05926 -2.17965 -0.219
C 5.04969 -1.38801 -1.78845 -0.314
C 3.78654 -1.43901 -2.43832 -0.078
C 3.63656 -2.06274 -3.69278 0.027
C 2.48352 -1.86799 -4.36220 -0.002
C 1.45341 -1.06854 -3.78627 -0.050
N 1.55957 -0.61975 -2.54157 0.008
C 2.70818 -0.79734 -1.83280 -0.123
C 2.88370 -0.15774 -0.50383 -0.148
N 1.81222 0.38530 0.11838 -0.024
C 1.97660 1.03039 1.30125 -0.090
C 3.19479 1.05800 1.93572 -0.018
C 4.32100 0.50238 1.30864 0.037
C 4.14577 -0.08580 0.06648 -0.115
C 5.22763 -0.76323 -0.57104 -0.310
N 6.50324 -0.74995 -0.12431 -0.185
H 4.45323 -2.68226 -4.03811 0.128
H 2.32205 -2.31804 -5.33629 0.122
H 0.50029 -0.84898 -4.30971 0.140
H 1.05121 1.49809 1.71875 0.137
H 3.31231 1.51311 2.91072 0.116
H 5.28324 0.41610 1.77298 0.120
O -3.89572 -4.62429 -2.05800 0.131
C -3.17507 -3.62312 -2.05849 -0.226
C -3.19808 -2.35667 -2.88278 -0.281
O -4.03813 -2.13172 -3.73282 0.115
C -2.06070 -1.52522 -2.41807 -0.323
C -1.51872 -2.10499 -1.28531 -0.361
O -0.64829 -1.57649 -0.49943 -0.260
C -2.04968 -3.47665 -1.06919 -0.259
O -1.64965 -4.29847 -0.25254 0.095
O -1.67117 -0.36944 -2.90022 -0.200
C -5.13059 -0.28690 3.55101 -0.341
As -3.88836 -0.54400 2.05528 1.102
C -5.17514 -0.53383 0.48824 -0.277
C -3.89453 -2.48676 2.33259 -0.485
C -5.03887 -3.26489 2.51350 -0.123
C -4.97445 -4.61474 2.69241 -0.088
C -3.72177 -5.22865 2.63357 -0.064
C -2.58945 -4.46563 2.36948 -0.136
C -2.67979 -3.09386 2.31846 -0.502
As -1.20597 -1.90367 2.82330 1.086
C -1.47492 -2.36911 4.72863 -0.323
C 0.25556 -3.28702 2.57062 -0.310
H -5.28158 -1.19401 4.05425 -0.016
H -6.10555 0.17210 3.32133 0.028
H -4.63129 0.43142 4.24645 0.016
H -5.03662 -1.47131 -0.02765 0.007
H -4.84856 0.29399 -0.12652 -0.008
H -6.18953 -0.44933 0.83540 0.009
H -6.04306 -2.78200 2.46411 0.119
H -5.83076 -5.22630 2.89579 0.098
H -3.66917 -6.33549 2.72882 0.116
H -1.60082 -4.96713 2.35897 0.104
H -2.00070 -3.29618 4.82918 0.017
H -2.03179 -1.57751 5.25877 0.015
H -0.50236 -2.35469 5.21174 0.011
H 0.23955 -4.06744 3.33616 0.025
H 1.13863 -2.64516 2.54567 -0.012
H 0.09619 -3.60098 1.54008 -0.005
N 5.51012 5.43615 -0.05686 0.092
C 4.44178 4.85200 -0.68371 -0.291
C 4.33999 3.45638 -1.00920 -0.025
C 3.36844 3.05367 -1.94117 -0.070
C 2.36081 3.95519 -2.31057 -0.286
C 2.31434 5.29115 -1.83846 -0.057
C 3.32508 5.72132 -1.00215 -0.017
S 0.96053 3.41171 -3.27398 0.611
O 0.37265 4.59345 -3.91221 -0.316
O 1.39788 2.28228 -4.07299 -0.342
N -0.11924 2.79942 -2.18941 -0.270
C -0.98112 3.44054 -1.32097 -0.504
N -1.87155 2.60909 -0.67406 0.012
C -2.55936 3.11275 0.32720 -0.146
C -2.69765 4.49627 0.56639 -0.034
C -1.77666 5.24363 -0.18071 -0.107
N -0.88299 4.73054 -1.04627 0.131
H 6.33349 4.86818 0.15991 0.108
H 5.68327 6.36501 -0.38433 0.092
H 5.05696 2.74922 -0.63374 0.087
H 3.39271 2.04708 -2.37623 0.104
H 1.53235 5.93288 -2.18235 0.099
H 3.34587 6.72729 -0.68014 0.094
H -3.06940 2.40727 0.97594 0.078
H -3.32667 4.93157 1.32423 0.095
H -1.66142 6.31441 -0.05746 0.107
```

---

- What is the net charge in the first record?
  0